Computed, not measured: 15 unconnected molecules or ions with the total composition C57H86N4O19, with wB97M-V/def2-TZVPD.

Properties
* LUMO: -1.243 eV
* gap between HOMO and LUMO: 8.19 eV
* E_HOMO: -9.4 eV

XYZ file:
```
166
Properties=species:S:1:pos:R:3:forces:R:3
C -14.018 16.555 -15.950 -0.466 0.451 -0.616
C -14.376 15.923 -14.765 0.827 1.103 -0.382
C -13.885 16.498 -13.616 -0.100 -0.633 1.594
C -13.103 17.644 -13.585 -0.381 0.051 -1.501
C -12.812 18.312 -14.786 -0.919 -0.202 0.007
C -13.322 17.781 -15.999 0.554 -0.995 1.578
N -12.630 18.154 -12.289 0.685 -1.173 1.224
O -12.380 17.303 -11.418 -0.535 1.081 -1.217
O -12.473 19.346 -12.133 -0.149 -0.109 -0.396
H -14.380 16.090 -16.859 0.141 0.231 -0.316
H -14.986 15.032 -14.731 0.053 -0.107 -0.098
H -14.121 15.991 -12.689 0.140 0.214 0.223
H -12.297 19.262 -14.740 0.192 -0.058 -0.158
H -13.077 18.230 -16.949 0.084 0.197 0.129
C -13.193 12.092 -17.039 1.422 0.841 -1.118
C -12.969 13.476 -17.221 -0.668 -1.575 0.786
C -11.760 13.954 -17.704 -0.338 0.689 0.048
C -10.747 13.086 -18.056 -1.144 0.157 0.161
C -10.976 11.716 -17.944 1.078 0.245 -0.851
C -12.179 11.227 -17.476 -0.394 0.071 0.975
N -9.536 13.667 -18.666 1.163 -0.003 -0.510
O -9.433 14.884 -18.852 -0.654 -1.294 0.625
O -8.663 12.876 -19.005 -0.604 0.290 0.238
H -14.135 11.748 -16.639 0.029 -0.054 0.054
H -13.821 14.057 -16.903 0.369 0.634 -0.260
H -11.596 15.011 -17.862 -0.087 0.076 0.133
H -10.204 11.058 -18.320 0.007 -0.163 0.208
H -12.273 10.160 -17.325 -0.102 -0.079 -0.240
C -12.757 12.570 -21.196 0.704 -0.080 -0.081
C -12.227 13.812 -20.875 -0.884 0.980 0.222
C -10.998 14.265 -21.297 0.839 -0.970 -0.581
C -10.230 13.382 -22.065 -0.773 -0.617 0.327
C -10.704 12.107 -22.385 -0.398 -0.743 0.849
C -11.957 11.675 -21.906 0.089 1.037 0.027
N -8.871 13.769 -22.440 0.478 -0.243 -0.919
O -8.169 12.938 -23.019 -0.607 0.773 0.666
O -8.553 14.918 -22.205 0.230 -0.325 -0.039
H -13.744 12.302 -20.844 0.005 -0.039 0.059
H -12.810 14.501 -20.279 -0.216 -0.178 0.073
H -10.565 15.194 -20.961 -0.160 0.106 -0.161
H -10.094 11.336 -22.831 0.336 0.429 -0.318
H -12.323 10.667 -22.038 0.233 -0.084 -0.327
C -13.207 12.224 -27.523 -0.226 0.343 -0.718
C -12.709 12.275 -26.236 -0.927 0.114 0.425
C -13.604 12.153 -25.181 -0.306 0.114 0.563
C -14.982 12.028 -25.403 1.155 0.466 -0.601
C -15.481 12.002 -26.702 0.604 -0.144 0.032
C -14.571 12.048 -27.778 -0.841 0.550 1.264
N -15.890 12.002 -24.255 -1.146 -1.829 0.368
O -17.055 11.666 -24.466 0.604 0.770 -0.360
O -15.459 12.124 -23.123 0.502 0.490 -0.316
H -12.526 12.471 -28.326 -0.066 -0.331 -0.236
H -11.681 12.538 -26.033 0.100 -0.278 -0.042
H -13.243 12.221 -24.163 -0.056 -0.032 0.055
H -16.551 11.990 -26.852 0.014 -0.133 -0.120
H -15.053 12.126 -28.741 0.564 -0.181 -0.323
C -18.290 20.734 -17.021 -0.628 -0.919 -0.207
C -17.735 19.331 -17.025 0.066 -1.429 0.045
O -17.990 18.543 -17.933 0.375 1.181 0.857
C -16.893 18.913 -15.834 0.335 0.291 -0.278
H -19.206 20.635 -17.605 0.196 0.570 -0.413
H -17.539 21.380 -17.475 -0.266 0.318 0.055
H -18.615 21.058 -16.033 0.531 0.152 0.098
H -17.419 19.148 -14.909 -0.023 -0.095 0.040
H -15.972 19.502 -15.819 -0.031 0.264 0.007
H -16.556 17.879 -15.854 -0.384 -0.042 -0.149
C -18.206 15.716 -15.001 -1.148 0.059 0.303
C -19.164 15.080 -14.032 -0.791 -1.697 0.447
O -19.026 13.911 -13.683 -0.033 1.203 -0.217
C -20.422 15.836 -13.572 0.866 0.544 -0.096
H -18.803 16.487 -15.487 0.566 0.250 -0.277
H -17.915 14.951 -15.718 0.386 0.261 0.128
H -17.372 16.124 -14.430 0.141 0.056 -0.253
H -20.361 16.899 -13.811 0.034 0.009 -0.116
H -20.531 15.774 -12.490 -0.116 -0.356 -0.058
H -21.292 15.437 -14.092 0.047 -0.193 0.102
C -14.514 15.237 -23.627 -0.820 -1.779 0.233
C -15.007 16.465 -22.935 0.085 0.432 -0.585
O -16.047 16.476 -22.311 0.332 -0.022 0.186
C -14.228 17.727 -23.212 -0.559 -0.188 0.336
H -14.220 15.376 -24.665 0.140 0.186 0.106
H -15.327 14.509 -23.560 -0.432 0.312 -0.517
H -13.803 14.588 -23.109 0.759 0.847 0.221
H -14.734 18.542 -22.696 0.402 0.114 0.138
H -14.276 17.935 -24.282 0.211 -0.088 -0.057
H -13.194 17.565 -22.908 0.074 0.323 -0.049
C -18.561 9.182 -22.938 0.350 -0.199 0.954
C -19.496 9.221 -21.741 -1.676 -1.653 -0.897
O -20.458 8.453 -21.686 1.266 0.880 0.090
C -19.280 10.278 -20.740 0.445 0.770 0.545
H -17.599 9.618 -22.667 -0.020 0.177 -0.177
H -19.019 9.785 -23.721 0.116 -0.176 -0.187
H -18.378 8.145 -23.215 -0.343 0.083 -0.358
H -20.211 10.785 -20.492 0.055 0.022 -0.130
H -18.539 10.976 -21.130 -0.191 0.301 0.216
H -18.889 9.886 -19.799 0.031 -0.246 -0.047
C -16.816 14.022 -20.478 -0.091 -0.410 0.309
C -16.095 14.856 -19.438 0.147 0.501 -1.064
O -14.895 14.731 -19.278 -0.269 0.031 0.395
C -16.890 15.962 -18.775 0.767 -0.339 0.041
H -17.031 13.076 -19.974 -0.307 -0.091 -0.020
H -16.210 13.750 -21.341 0.308 0.264 0.190
H -17.757 14.440 -20.832 0.022 0.061 0.227
H -17.953 15.737 -18.721 0.037 0.179 0.016
H -16.680 16.832 -19.401 -0.438 0.015 -0.269
H -16.476 16.270 -17.816 -0.119 -0.382 0.155
C -21.799 14.618 -21.225 -0.955 0.012 -0.052
C -21.141 13.773 -20.200 0.928 -0.369 -1.367
O -20.013 13.384 -20.443 0.215 -0.052 0.679
C -21.916 13.277 -19.049 0.185 -0.661 0.711
H -21.674 15.683 -21.031 -0.013 0.007 -0.020
H -22.863 14.372 -21.191 -0.140 0.348 -0.226
H -21.401 14.374 -22.207 0.031 0.236 0.065
H -22.520 14.056 -18.587 0.063 -0.126 0.185
H -21.210 12.781 -18.383 -0.117 0.428 0.427
H -22.569 12.460 -19.365 -0.255 0.211 -0.333
C -20.273 15.609 -26.360 -0.864 -0.369 -1.243
C -20.211 15.416 -24.884 -1.071 0.589 1.768
O -21.070 15.913 -24.159 1.022 -0.583 -0.751
C -19.102 14.557 -24.297 0.328 -0.271 -0.331
H -21.248 15.955 -26.708 -0.227 0.135 0.678
H -20.215 14.616 -26.814 0.639 0.071 -0.237
H -19.610 16.329 -26.838 0.655 -0.342 0.403
H -19.192 14.285 -23.246 -0.343 0.544 0.089
H -18.151 15.073 -24.449 0.092 0.076 0.056
H -18.983 13.594 -24.799 -0.162 0.106 -0.395
C -17.543 11.328 -14.595 0.163 -0.550 0.345
C -17.111 12.313 -15.603 1.428 1.963 -0.282
O -16.148 13.062 -15.406 -0.971 -0.926 -0.370
C -17.928 12.450 -16.875 -0.180 -0.835 0.126
H -18.509 11.710 -14.259 -0.039 -0.362 0.233
H -16.829 11.255 -13.776 -0.117 0.368 0.070
H -17.628 10.317 -14.995 -0.363 0.083 -0.271
H -18.375 13.425 -17.064 0.177 0.123 0.306
H -18.730 11.712 -16.833 -0.100 0.067 -0.258
H -17.290 12.215 -17.729 0.065 -0.006 -0.001
C -20.697 17.363 -18.607 1.091 -0.154 -0.850
C -21.348 16.592 -17.507 0.153 -0.376 0.551
O -20.796 15.629 -16.997 -0.564 0.639 -0.217
C -22.730 17.096 -17.110 0.633 -0.751 -1.026
H -19.815 16.836 -18.974 0.046 -0.133 0.319
H -20.305 18.316 -18.251 -0.287 0.114 0.046
H -21.277 17.528 -19.516 -0.553 0.182 0.359
H -22.671 18.056 -16.601 -0.105 -0.134 0.201
H -23.285 16.305 -16.610 0.003 0.330 0.367
H -23.161 17.266 -18.099 -0.562 0.242 0.208
C -18.882 17.374 -21.799 -0.193 0.252 0.647
C -18.839 18.855 -22.026 -0.311 1.638 -1.525
O -19.731 19.437 -22.633 0.762 -0.663 0.761
C -17.636 19.652 -21.506 -0.229 -0.515 0.480
H -19.936 17.122 -21.689 0.069 -0.230 -0.022
H -18.316 17.167 -20.891 -0.082 -0.351 -0.030
H -18.460 16.782 -22.609 0.064 0.249 -0.060
H -16.700 19.301 -21.942 -0.065 -0.232 -0.031
H -17.592 19.442 -20.434 0.193 -0.016 0.121
H -17.695 20.732 -21.625 -0.416 -0.112 -0.310
C -14.486 18.861 -19.302 -0.032 1.431 0.299
C -13.823 20.253 -19.246 0.937 -1.495 0.776
O -12.842 20.431 -18.546 -0.608 0.018 -0.318
C -14.384 21.349 -20.074 0.063 0.361 -0.094
H -14.355 18.362 -18.345 0.090 -0.144 -0.249
H -14.016 18.312 -20.118 -0.240 -0.189 -0.015
H -15.550 19.035 -19.462 -0.051 -0.449 -0.291
H -13.565 21.789 -20.644 -0.088 0.082 -0.055
H -14.710 22.096 -19.349 -0.232 0.190 -0.241
H -15.192 21.035 -20.732 -0.023 0.095 0.075
```
Positions in Å, forces in eV/Å.